1.
Formula: C15H22N2O4
Source: the Open Molecules 2025 dataset
Level of theory: ωB97M-V/def2-TZVPD

Structure (ORCA input):
```
! RIJCOSX wB97M-V def2-TZVPD def2/J DEFGRID3
* xyz 0 1
H -0.0115 -0.6931 0.5452
H 0.4785 3.3227 -1.3980
C 1.9373 -1.4058 -0.4308
C -2.1654 1.2830 -0.7744
C 0.4504 2.5739 0.4491
H 5.6003 -0.9600 -1.2407
C 1.2017 1.5243 -0.2476
C -3.2202 0.6410 -1.4461
H 0.3264 4.4284 -0.2283
C -1.7589 1.1580 0.5613
O 4.7621 -1.2226 -0.8269
C -3.9213 -0.3680 -0.7160
H -1.4264 -2.3064 -0.5729
H -0.4520 -3.0466 1.5512
H 2.0623 1.1447 1.4420
H 3.1090 -0.7341 1.2305
C -0.7744 1.9775 1.2477
H -0.4137 -1.3852 -1.7371
H -2.3859 -0.1071 2.2946
H -3.4638 1.0450 -2.4480
C -0.3722 -2.1447 -0.9490
C 0.5798 -2.6085 1.3063
C 2.8560 -0.3718 0.2668
O 4.6669 0.9838 -0.5888
C 4.1324 -0.0816 -0.4260
H 0.8168 -2.0068 2.2278
C -3.4997 -0.5225 0.6531
H -1.6602 2.1126 -1.2835
N 2.0107 0.7908 0.5337
C 0.5053 -1.5999 0.1732
C -2.5249 0.2755 1.2845
H -1.2829 2.8851 1.7324
O -4.8269 -1.2409 -1.0802
H 1.0163 2.8869 1.3608
O 1.0699 1.4054 -1.4431
H 2.3609 -2.3902 -0.1927
H -0.1856 1.4842 2.1171
H -5.1713 -1.1858 -1.9665
H 1.8868 -1.3246 -1.5091
H 0.2001 -3.0513 -1.2857
H -3.9124 -1.3627 1.3090
H 1.3440 -3.3613 0.9958
N 0.0558 3.5584 -0.4908
*
```

Calculated values
SMILES: CC(C)C[C@H](NC(=O)[C@@H](N)Cc1ccc(O)cc1)C(=O)O
HOMO level: -0.29729 Eh


2.
Formula: C15H22N2O4
Source: the Open Molecules 2025 dataset
Level of theory: ωB97M-V/def2-TZVPD

Structure (ORCA input):
```
! RIJCOSX wB97M-V def2-TZVPD def2/J DEFGRID3
* xyz 0 1
O 3.7499 -2.2641 1.4048
C 3.8528 0.5130 -2.0671
H -3.1815 3.9637 1.6013
H 1.8580 -3.1321 1.2934
C -4.1244 1.9712 1.6158
H 2.8109 0.7843 -1.8528
C -2.2587 1.1231 -0.1452
H 2.4207 -0.3798 0.1450
H -5.1988 2.5100 3.4734
H 5.0713 -0.0447 -3.7312
H 4.5095 1.3447 -1.8302
H -2.9735 -1.0548 1.9123
C 1.9857 -1.3723 0.0827
H -3.3836 2.4827 3.6286
H -5.1917 1.2288 -0.1726
H -1.5774 1.9528 0.0482
H -5.3434 0.1466 1.2988
C 4.0148 -0.0552 -3.4645
H 1.9383 -1.5984 2.2020
C 3.5268 -1.4926 -3.2747
H 4.1454 -2.2153 -3.8014
C 2.4583 -2.1143 -1.1641
H 3.4526 0.4755 -4.2297
O 0.4373 0.7028 1.0863
H -2.6225 1.1701 -1.1712
H 2.4919 -1.6394 -3.5839
C -3.2908 0.9583 0.9666
H 3.9882 -2.7953 2.1679
H -5.0030 3.9885 1.4395
C -4.1196 3.4418 1.7423
N 0.5487 -1.2530 -0.0368
C -0.1271 -0.2017 0.4909
C -2.4563 -0.1439 1.6125
N 3.6001 -1.6994 -1.8112
C -4.7972 0.9343 0.7930
C -4.2411 2.5454 2.9701
O 4.2364 -0.5849 -1.2330
H 0.0723 -1.9898 -0.5325
H -1.9377 -1.0501 -0.3304
O 1.7912 -3.0182 -1.6312
C 2.3404 -2.1493 1.3465
H -1.8508 0.2300 2.4395
C -1.6226 -0.2194 0.3020
*
```

Calculated values
SMILES: O=C([C@H](CO)NC(=O)[C@H]1C[C@@]2(C1)C[C@]21CC1)N1CCCO1
HOMO level: -0.34502 Eh


3.
Formula: C15H22N2O4
Source: the Open Molecules 2025 dataset
Level of theory: ωB97M-V/def2-TZVPD

Structure (ORCA input):
```
! RIJCOSX wB97M-V def2-TZVPD def2/J DEFGRID3
* xyz 0 1
H -2.9604 -0.6627 2.6119
C -5.3551 2.5024 2.6239
H -6.2131 3.1089 2.3724
C -4.0200 3.0264 2.4542
C -4.5484 2.0887 1.3360
H 4.2105 -2.1563 1.8257
H -1.9854 0.8444 2.5924
H 3.2351 -2.3665 -3.8071
C -2.4692 1.0094 0.0112
N 3.2750 -1.2568 -2.0530
H 5.9140 0.3249 -2.1112
H 4.6362 1.1707 -3.0174
C 4.8865 -0.9004 -3.6277
C -2.5829 0.1486 1.9939
C 1.8527 -0.9802 -0.0461
H 5.1425 -0.5535 -4.6258
H 1.9588 -2.7021 1.2236
C -3.5388 0.9053 1.0775
O 1.5273 -2.6214 -1.7747
H 2.7572 -0.6588 -3.9935
O 3.8288 -1.8031 1.0182
C 4.9421 0.2136 -2.5897
H -3.2855 2.6007 3.1314
H -5.4350 0.5764 -0.0664
H -2.1099 -1.1373 0.2847
O 3.9983 -0.1384 -1.5650
H 5.5502 -1.7197 -3.3523
H -5.3552 -0.0051 1.6637
C 3.4409 -1.3483 -3.4859
H -1.8711 1.9127 0.1566
C -0.2704 -0.1190 0.8126
C -1.7723 -0.1936 0.7196
C 2.2218 -1.7103 -1.3373
H -5.5210 1.7705 3.4129
H 2.2228 0.0410 -0.0650
H 2.1444 -1.1389 2.0652
C -4.9360 0.6380 0.8959
C 2.4250 -1.7124 1.1796
N 0.4026 -0.9825 0.0081
H -3.7987 4.0339 2.1225
O 0.3038 0.6848 1.5298
H -2.7690 0.9117 -1.0284
H -0.0792 -1.6458 -0.5773
*
```

Calculated values
SMILES: O=C([C@H](CO)NC(=O)[C@H]1C[C@@]2(C1)C[C@]21CC1)N1CCCO1
HOMO level: -0.25463 Eh


4.
Formula: C15H22N2O4
Source: the Open Molecules 2025 dataset
Level of theory: ωB97M-V/def2-TZVPD

Structure (ORCA input):
```
! RIJCOSX wB97M-V def2-TZVPD def2/J DEFGRID3
* xyz 0 1
H -1.6701 0.7622 -0.7862
H -0.7682 4.0824 0.8664
H -0.5314 0.1232 -2.8450
C -0.6385 3.1912 1.4475
H 0.4760 3.6782 3.2575
C -2.0206 -1.9226 -3.4356
C -0.1816 1.5774 2.8909
O 1.6357 0.8515 0.0881
H 3.3160 2.0028 -0.2187
H 4.5719 0.9659 1.5602
C 3.5356 0.6506 1.4659
C -2.6036 -2.1928 -2.0469
H -2.3241 -0.3314 1.1074
H 1.0206 -0.8797 2.0847
C 0.9263 -1.2525 1.0654
H 1.8388 -0.9595 -0.8545
H -1.3395 -0.8871 2.4778
C -0.8358 -1.7013 -0.4922
H 3.0986 0.5621 2.4609
H 1.1288 -2.3284 1.0375
H -0.9476 -2.1614 -3.4239
H 2.2948 2.4481 1.1735
C -1.3200 -0.3263 1.5324
H -1.8158 1.3068 -3.2310
C -0.8820 1.0708 1.8346
H -3.6855 -2.0288 -2.0604
H -2.3867 -3.2177 -1.7468
H 3.5032 -1.5402 1.3049
N -2.0413 -1.2910 -1.0506
O -0.2043 -2.6544 -0.9130
H -2.5212 -2.5281 -4.1926
C -0.0236 2.9617 2.6378
O -1.1630 2.0576 0.9590
O -2.2155 -0.5751 -3.8125
C 3.3719 -0.6538 0.6888
C 2.7111 1.6089 0.6112
C -2.1926 0.0965 -1.4676
H -3.2624 0.3320 -1.4706
C -1.6194 0.2932 -2.8772
C 1.9394 -0.5379 0.1525
N -0.4260 -1.0013 0.6097
H 0.1700 1.0393 3.7482
H 4.0818 -0.6911 -0.1376
*
```

Calculated values
SMILES: O=C(N1CCOCC1)N(Cc1ccco1)C[C@@H]1CCCO1
HOMO level: -0.31124 Eh


Stability summary: most stable 4, least stable 3.


1.
Formula: C19H21N3O4S
Source: the Open Molecules 2025 dataset
Level of theory: ωB97M-V/def2-TZVPD

Structure (ORCA input):
```
! RIJCOSX wB97M-V def2-TZVPD def2/J DEFGRID3
* xyz 0 1
C -5.8370 -1.7375 0.7083
H 2.1141 -0.8476 -2.6236
S -5.8671 -2.8073 -0.2934
H 7.3830 -0.2125 1.0311
H 1.1979 -2.0354 -1.9437
H -2.6046 4.3385 -0.3023
C 7.2885 -1.0460 0.5896
O 0.7491 -0.4180 0.7954
C -4.6518 -0.7834 0.4624
H -0.6692 3.6394 -1.6940
H -2.9795 -0.8335 -0.9232
O -2.2123 2.1074 1.5812
H 0.3456 -0.7619 2.9587
C 4.9875 -1.0047 -0.1017
O 6.3892 -1.0335 -0.4994
C -0.8987 2.8370 -0.9343
O 0.5669 1.1243 -1.3504
C -2.4558 3.1701 -0.5648
H 5.3720 -0.7272 2.0256
C 3.1057 -0.6832 1.5544
C 3.9200 -1.0389 -1.1797
H -2.9823 2.9168 -1.7489
C -4.4150 0.6454 0.9353
N -0.7586 -0.6341 -2.0194
C 2.1172 -0.8126 0.6670
C 4.5374 -0.9161 1.0720
C -3.8744 -1.4229 -0.4582
H -6.6067 -1.3210 1.4297
H 2.7581 -0.3600 2.4526
C 2.6053 -0.9064 -0.9407
N -1.4658 0.7630 -1.6168
H 8.2588 -1.3044 0.0162
C 0.3629 -0.0544 -1.8818
H -3.6291 0.1971 1.8822
C -4.4931 -2.5798 -0.9001
H 7.2779 -1.8369 1.2603
C -2.8324 2.1431 0.3443
C -0.6419 1.5900 -1.5190
H -4.0345 -3.2103 -1.8912
N -3.9510 1.6035 0.3114
H -0.2501 3.3317 -0.1520
H 4.3535 -1.2931 -2.1007
H -4.4844 1.5997 -0.4565
H -5.3307 0.7716 1.7182
H 0.9148 0.6838 2.2827
H -0.7317 0.1680 1.8288
C 0.4901 -0.1421 2.1049
C 1.5626 -0.8659 -1.9163
*
```

Calculated values
HOMO level: -0.29536 Eh


2.
Formula: C19H21N3O4S
Source: the Open Molecules 2025 dataset
Level of theory: ωB97M-V/def2-TZVPD

Structure (ORCA input):
```
! RIJCOSX wB97M-V def2-TZVPD def2/J DEFGRID3
* xyz 0 1
C -2.2636 2.2518 -0.6378
C 5.5155 -1.7238 -0.7501
C 5.8074 -0.5586 -1.6941
N -4.2150 0.2319 1.7200
C 1.1923 1.9682 0.8757
H 6.7116 -0.8316 2.6153
C -5.5465 -2.8261 0.3320
H -2.5110 2.3493 -1.6967
C 1.8924 1.3070 -0.1286
H -4.4815 0.2973 2.6924
C 3.3348 0.9960 0.1052
H 3.6810 1.3224 -1.8768
H 5.0379 -0.9787 2.0886
H 1.7328 0.3697 -2.0602
O -3.0518 0.1454 -2.1394
H 5.6726 -2.0782 3.3197
C -0.1148 1.2393 -1.4516
H -0.6375 0.9339 -2.3456
C 5.9134 -1.5396 2.4071
H 1.7144 2.2301 1.7835
H 6.8600 -0.6123 -1.9712
C -3.4572 1.2692 1.2252
C 5.5262 0.7874 -1.0189
H 4.6111 -1.5137 -0.1671
C -4.2121 -0.8980 -0.3624
H -0.6820 2.8019 1.4873
C -5.3645 -1.9553 1.3621
N 4.1127 1.0882 -0.9972
H -5.7560 -2.0949 2.3528
O 6.6349 -1.8950 0.0925
H -6.0898 -3.7500 0.3544
C -3.4169 0.1304 -0.9844
N -3.0934 1.1689 -0.1042
S -4.8002 -2.3299 -1.1308
C 6.3640 -2.5230 1.3301
C 1.2233 0.9311 -1.2893
H 6.0474 1.5923 -1.5456
H 5.8700 0.7539 0.0166
H 5.2030 -0.6508 -2.5988
H 7.3079 -2.9918 1.6261
O -3.1520 2.2058 1.9258
H -2.5269 3.1607 -0.0942
O 3.7688 0.7125 1.2063
H 5.3453 -2.6502 -1.3237
C -0.8018 1.9332 -0.4630
C -4.5939 -0.8412 0.9629
C -0.1417 2.2862 0.7079
H 5.6138 -3.3147 1.1946
*
```

Calculated values
SMILES: CCOCCCNC(=O)c1ccc(Cn2c(=O)[nH]c3ccsc3c2=O)cc1
HOMO level: -0.33100 Eh


Stability summary: most stable 2, least stable 1.


1.
Formula: H3PSSi
Source: the Open Molecules 2025 dataset
Level of theory: ωB97M-V/def2-TZVPD

Structure (ORCA input):
```
! RIJCOSX wB97M-V def2-TZVPD def2/J DEFGRID3
* xyz 0 1
S 1.6767 -1.9509 0.3661
P -0.0690 -1.5882 -0.5214
Si -0.5092 0.5340 -0.0229
H -1.5915 1.1534 -0.7667
H -0.3641 0.7631 1.3326
H 0.8570 1.0886 -0.3876
*
```

Calculated values
SMILES: [SiH3]P=S
HOMO level: -0.31358 Eh


2.
Formula: H3PSSi
Source: the Open Molecules 2025 dataset
Level of theory: ωB97M-V/def2-TZVPD

Structure (ORCA input):
```
! RIJCOSX wB97M-V def2-TZVPD def2/J DEFGRID3
* xyz 0 1
H 1.6632 1.0825 -0.5052
H 0.8505 -1.0507 -0.8622
Si 0.5714 0.0035 0.0906
H 0.8253 -0.3546 1.5128
P -1.2661 0.9510 -0.7677
S -2.6442 -0.6317 0.5318
*
```

Calculated values
SMILES: [SiH3]P=S
HOMO level (spin up / spin down): -0.33217 / -0.33221 Eh


Stability summary: most stable 1, least stable 2.


1.
Formula: CH10O5
Source: the Open Molecules 2025 dataset
Level of theory: ωB97M-V/def2-TZVPD

Structure (ORCA input):
```
! RIJCOSX wB97M-V def2-TZVPD def2/J DEFGRID3
* xyz 0 1
H 0.4081 -1.6315 -1.4569
C -0.1171 2.9726 1.0098
O 0.7060 3.5524 0.3919
H 2.8812 -0.0744 0.8508
H -0.4063 -2.9162 -1.0097
H -0.4715 -1.5668 1.8335
H -1.4807 -0.4356 -1.9197
H 1.0575 -1.2563 1.1566
H -3.0321 -0.1453 -1.8363
O 1.9819 0.1681 0.5697
O 0.2244 -1.8617 1.1308
H -1.1820 3.0932 0.9605
O -0.2121 -2.2887 -1.6451
O -2.1237 0.2381 -1.6177
H 1.6895 -0.0172 -0.2500
H 0.0772 2.1693 1.8319
*
```

Calculated values
SMILES: C=O.O.O.O.O
HOMO level: -0.36446 Eh


2.
Formula: CH10O5
Source: the Open Molecules 2025 dataset
Level of theory: ωB97M-V/def2-TZVPD

Structure (ORCA input):
```
! RIJCOSX wB97M-V def2-TZVPD def2/J DEFGRID3
* xyz 0 1
H -0.6054 -2.1318 0.5280
H -0.0779 -2.8563 -1.8474
H -0.2156 2.5460 0.3670
O 0.1582 -2.9986 -0.9278
O -0.4255 -1.4155 1.2122
O -0.1077 3.5051 -0.0242
H -0.0487 0.3082 1.6525
H 0.4185 1.2769 -0.8947
H 1.1513 1.3300 1.5525
O -0.2105 0.0912 -2.5259
H -1.0575 3.7629 -0.1448
O 0.2640 1.2690 1.7830
H -0.3388 -0.4703 -0.6335
C 0.0300 0.3458 -1.3299
H 1.1306 -2.6400 -0.7593
H -0.0650 -1.9226 1.9923
*
```

Calculated values
SMILES: C=O.O.O.O.O
HOMO level: -0.36852 Eh


Stability summary: most stable 2, least stable 1.